Here is a structure of composition C4H9IS2 at a distorted geometry from the Open Molecules 2025 dataset. Energies are from ωB97M-V with the def2-TZVPD basis set.

Summary:
Net charge = 0
Strongest force on any atom = 0.05991 Eh/bohr
Lowest unoccupied orbital energy = -0.03 eV
Total energy = -34061.361 eV
Relative energy (zero: lowest compared OMol25 entry of this formula, charge and spin) = 1.926 eV
Frontier orbital gap = 8.22 eV

Positions of all 16 atoms, in Å:
C -2.647 -0.591 0.028
C 2.821 0.496 -1.163
C -1.203 -0.380 -0.268
C 0.093 -0.692 0.299
S -0.803 -1.513 -1.715
S 0.104 -1.767 1.664
I 4.381 0.055 0.168
H -3.015 -1.514 -0.346
H -2.981 -0.382 1.059
H -3.171 0.137 -0.674
H 2.842 1.520 -1.271
H 1.909 0.133 -0.736
H -1.124 0.612 -0.684
H 3.215 -0.049 -2.073
H -1.319 -2.516 -0.956
H 1.349 -2.156 1.542